Here is a molecular structure, C58H48FGeNO5P3Re from the Open Molecules 2025 dataset. Energies are from ωB97M-V with the def2-TZVPD basis set.

Values from the calculation:
electronic energy = -161851.776 eV
spin multiplicity = 4
charge = +3
ΔE to the lowest compared entry with this formula, charge and spin = 26.5 kJ/mol

```
118
Properties=species:S:1:pos:R:3:forces:R:3
Re -0.032971 -0.230605 -0.147291 0.90 -0.10 0.17
F -3.750397 1.021171 3.236151 -0.40 -0.27 -0.15
Ge -2.367725 0.972399 2.184800 1.05 0.61 -0.68
C -1.185441 -0.180958 3.350985 -0.67 0.30 0.08
C -1.519689 0.224398 4.654644 0.76 -0.47 -0.26
C -0.653347 -0.143808 5.681515 -0.19 0.03 1.21
C 0.468115 -0.906215 5.483544 -0.01 0.10 -1.39
C 0.747049 -1.358890 4.203964 0.40 -0.75 0.59
C -0.060846 -1.031371 3.159070 -1.49 1.68 0.15
P -0.029804 -1.967657 1.700200 -0.52 0.23 -1.91
C 1.559936 -2.741127 1.462735 -0.66 0.10 0.30
C 1.719309 -4.111933 1.399379 -0.07 0.66 -0.32
C 3.001762 -4.609954 1.569419 0.02 -0.52 -0.32
C 4.098073 -3.783820 1.948250 0.26 -0.31 0.52
C 3.966925 -2.448498 1.976959 0.79 0.09 0.65
C 2.782160 -1.880353 1.351173 -1.39 0.89 -1.18
C -1.334881 -3.186047 1.871143 0.25 0.46 -0.83
C -2.529588 -3.182315 1.131107 1.31 0.14 -0.05
C -3.432991 -4.176241 1.352443 -0.51 -0.38 1.04
C -3.219983 -5.084608 2.401451 0.54 -0.82 -0.70
C -1.976017 -5.192501 3.010347 -0.48 1.04 -0.09
C -1.053069 -4.188234 2.770559 -0.09 -0.40 0.62
C -3.161346 1.479791 0.369363 0.23 0.25 -0.11
C -4.314464 2.178222 0.716001 -0.76 -0.11 0.16
C -5.007824 3.065012 -0.123783 0.81 -0.52 0.29
C -4.522565 3.278938 -1.386490 0.65 -0.16 -0.36
C -3.346618 2.619884 -1.781211 -0.77 0.49 -0.64
C -2.670931 1.752045 -0.941984 0.41 0.04 -0.17
P -1.389922 0.832064 -1.849763 -1.55 -0.76 0.67
C -2.462829 -0.385401 -2.743727 0.10 -0.19 0.37
C -3.468304 -1.067351 -2.045514 -0.89 0.24 0.50
C -4.380332 -1.912321 -2.701244 0.61 0.24 0.58
C -4.235838 -2.151406 -4.059982 0.37 -0.15 0.21
C -3.158392 -1.557740 -4.718196 -0.92 -0.12 -0.36
C -2.327046 -0.649015 -4.105741 1.07 0.10 -0.19
C -0.427587 1.512240 -3.226474 0.20 -1.08 0.92
C -0.726518 2.610867 -3.977286 0.47 0.53 -0.66
C 0.031389 2.850675 -5.128943 -0.58 -0.03 0.05
C 1.032689 2.001475 -5.561283 0.02 -0.26 0.72
C 1.326494 0.881090 -4.777105 -0.33 -0.18 -0.01
C 0.577013 0.618998 -3.636893 0.49 0.04 0.09
C -1.526023 2.703027 2.563497 -0.76 0.21 0.59
C -2.270515 3.597890 3.382837 1.04 -0.71 -0.82
C -1.656873 4.752863 3.802429 0.76 1.13 0.16
C -0.332664 5.055901 3.403524 0.19 0.08 -0.22
C 0.373403 4.222158 2.536050 -0.02 0.03 0.74
C -0.244549 3.025671 2.157187 -0.20 -0.59 -1.00
P 0.585152 2.023959 0.837027 0.41 0.33 0.25
C 2.237101 1.679224 1.577903 -0.17 -0.06 0.88
C 2.333246 1.717991 2.990985 -0.08 0.64 -0.58
C 3.576399 1.616105 3.599889 -0.14 -0.64 0.20
C 4.684544 1.227874 2.850191 0.41 0.29 -0.01
C 4.590704 1.145177 1.456002 0.36 -0.34 0.54
C 3.376175 1.363398 0.836289 -0.40 0.44 0.33
C 0.785200 3.252920 -0.527092 0.05 -0.41 0.34
C 0.095133 4.447799 -0.568985 0.39 0.61 -0.75
C 0.410785 5.420314 -1.541611 -0.77 -0.06 0.74
C 1.358691 5.189570 -2.503929 0.67 -0.99 0.11
C 2.014523 3.939229 -2.498327 -0.22 1.04 -0.35
C 1.717489 3.012292 -1.523868 1.12 -0.80 -0.45
H -2.415425 0.798714 4.888824 0.38 -0.11 -0.17
H -0.828163 0.098389 6.728523 -0.43 0.33 -0.31
H 1.104039 -1.167970 6.277182 0.62 -0.29 0.99
H 1.494465 -2.103669 3.992237 0.57 -0.03 0.37
H 0.865629 -4.762390 1.259349 0.17 -0.09 0.12
H 3.104760 -5.678323 1.494368 0.33 -0.24 0.16
H 5.013377 -4.233806 2.311265 -0.07 -0.13 -0.06
H 4.721852 -1.782816 2.378614 0.06 -0.11 -0.23
H 2.542295 -0.822493 1.583564 0.44 -0.53 0.06
H -2.691372 -2.460021 0.353671 -0.01 0.26 -0.23
H -4.318398 -4.218107 0.748737 -0.43 -0.06 0.04
H -3.951340 -5.827594 2.657403 -0.40 -0.12 -0.12
H -1.722445 -5.956321 3.715092 -0.22 -0.36 0.30
H -0.153721 -4.175356 3.366623 0.26 -0.01 -0.05
H -4.746283 1.997675 1.689766 -0.02 0.15 0.05
H -5.869686 3.589760 0.244483 -0.30 -0.02 0.05
H -5.033907 3.931595 -2.071097 -0.04 0.18 -0.17
H -2.992145 2.758913 -2.818663 -0.43 -0.13 0.81
H -3.646102 -0.836298 -0.978404 0.19 -0.23 -0.63
H -5.158757 -2.399584 -2.119982 0.04 0.16 -0.16
H -4.917976 -2.830558 -4.575339 0.26 0.29 0.08
H -3.029343 -1.755660 -5.761016 0.12 -0.08 -0.48
H -1.511821 -0.196865 -4.689834 -0.59 -0.17 0.27
H -1.516614 3.284601 -3.705652 0.04 0.27 -0.05
H -0.251782 3.690716 -5.723558 0.02 0.50 -0.33
H 1.581739 2.204125 -6.470245 -0.02 0.00 0.00
H 2.085794 0.172025 -5.074376 0.12 0.08 -0.02
H 0.782593 -0.291760 -3.054493 -0.02 0.41 -0.26
H -3.284169 3.333925 3.623215 -0.22 0.13 0.33
H -2.141347 5.504637 4.439541 -0.04 -0.56 -0.28
H 0.144981 5.983637 3.748129 -0.32 -0.48 -0.11
H 1.412728 4.422370 2.239910 -0.59 0.16 0.07
H 1.452537 1.944817 3.591276 0.26 -0.03 -0.11
H 3.670417 1.799884 4.672473 -0.05 -0.25 -0.31
H 5.632366 1.031480 3.373104 -0.40 0.26 -0.43
H 5.469748 0.915360 0.859048 -0.15 -0.01 0.11
H 3.298799 1.337562 -0.222383 0.26 -0.16 -0.65
H -0.638705 4.675181 0.159547 -0.61 0.23 0.59
H -0.090032 6.382763 -1.496456 -0.03 -0.15 0.00
H 1.636437 5.958939 -3.211711 -0.06 -0.06 -0.06
H 2.768717 3.758463 -3.257684 -0.04 -0.22 0.19
H 2.298047 2.085105 -1.528614 -0.35 0.29 -0.15
O -0.456006 -1.936819 -1.322926 0.62 -0.83 0.19
H 0.034194 -2.862494 -1.299509 -0.98 1.13 -0.28
H -1.042656 -1.688277 -2.075472 0.20 -1.04 0.07
O 2.239124 -1.618612 -1.048941 -0.32 0.38 -0.23
O 3.294728 -1.922981 -0.079406 -0.09 -0.09 0.14
O 3.769487 -1.127707 -3.498989 -0.86 -1.05 0.87
C 3.274262 -2.186951 -3.206890 0.87 0.54 -0.98
C 3.408050 -3.522635 -3.939531 -0.10 1.06 0.36
C 2.645205 -4.533813 -3.143027 -0.47 -0.51 -0.02
C 1.911815 -3.787865 -2.104069 0.40 0.58 -0.51
O 0.999185 -4.224828 -1.446166 -0.54 0.97 0.74
N 2.399008 -2.453609 -2.116123 -0.20 -0.51 1.01
H 4.441667 -3.755365 -3.943283 1.12 -0.08 -0.33
H 3.056186 -3.426627 -4.955554 0.00 0.10 -0.29
H 3.284160 -5.243148 -2.601435 -0.17 -0.13 -0.36
H 1.898275 -5.033627 -3.757388 0.16 -0.49 0.19
```
Forces are in eV/Å.